(1)
The following is a DFT calculation (ωB97M-V/def2-TZVPD) of the ion C7H10N5O2 with charge +1 in a non-equilibrium geometry.

Calculated values
Kohn-Sham gap (spin up / spin down) (eV): 6.88 / 7.46
Lowest unoccupied orbital energy (spin up / spin down) (eV): -5.21 / -4.03
SMILES: NC(=[N+]=O)[C@H]1C=CC(=C(N)N)NC1=O
F_max (eV/Å): 3.68
Net charge: +1

XYZ file:
```
24
Properties=species:S:1:pos:R:3:nbo_charge:R:1
C -0.0894 -1.7546 -0.3359 -0.109
C -0.4270 -1.4106 -1.7022 -0.391
C -0.0957 -0.7996 0.6440 -0.253
C -0.5897 0.4865 0.3735 0.103
C -1.4493 -0.2550 -1.7920 0.689
C -0.3406 1.6211 1.2107 0.488
C 1.1300 -1.0708 -2.3143 0.386
N -1.2130 0.7128 -0.8273 -0.556
N -0.0992 1.4834 2.5122 -0.722
N 1.9242 -2.1186 -2.5753 -0.807
N 1.2991 0.1461 -2.4890 0.031
N -0.3572 2.8376 0.6611 -0.733
O -2.3122 -0.1584 -2.6131 -0.499
O 0.7620 1.1941 -2.1295 -0.336
H 0.3212 -2.7309 -0.1341 0.242
H -0.7574 -2.2353 -2.3325 0.267
H 0.3187 -1.0207 1.6136 0.231
H -1.7897 1.5425 -0.9253 0.431
H -0.2019 0.5921 2.9687 0.429
H 0.1174 2.2815 3.0877 0.422
H 1.4950 -2.9566 -2.9355 0.408
H 2.8333 -1.9067 -2.9535 0.419
H -0.2700 2.9252 -0.3418 0.437
H -0.1456 3.6549 1.2114 0.422
```

***

(2)
The following is a DFT calculation (ωB97M-V/def2-TZVPD) of a structure of composition C4H7N2O in a non-equilibrium geometry.

Calculated values
Kohn-Sham gap (spin up / spin down) (eV): 7.77 / 7.78
Lowest unoccupied orbital energy (spin up / spin down) (eV): -5.81 / -5.81
F_max (eV/Å): 5.18
Net charge: +1

XYZ file:
```
14
Properties=species:S:1:pos:R:3:nbo_charge:R:1
C 0.3223 0.5868 -0.0263 -0.205
C 0.1126 -0.8596 -0.1364 0.530
C 1.5443 1.0764 0.1380 -0.198
C -0.9629 1.3599 -0.0019 -0.085
N -1.7259 -0.8531 0.0833 -0.201
N 0.8172 -1.9365 -0.0143 -0.695
O -2.0201 0.3896 -0.2336 -0.330
H 1.5042 2.2056 0.2269 0.242
H 2.4800 0.4226 0.0824 0.241
H -1.0276 1.8581 0.8799 0.214
H -0.9602 2.0805 -0.7684 0.230
H -2.1554 -1.4255 -0.7431 0.385
H 1.6298 -2.0241 0.5565 0.430
H 0.4419 -2.8808 -0.0428 0.443
```

***

(3)
The following is a DFT calculation (ωB97M-V/def2-TZVPD) of the ion C4H9N2S with charge +1 in a non-equilibrium geometry.

Calculated values
Kohn-Sham gap (eV): 9.73
Lowest unoccupied orbital energy (eV): -3.64
SMILES: C[C@@H]1CSNC1=[NH2+]
F_max (eV/Å): 4.80
Net charge: +1

XYZ file:
```
16
Properties=species:S:1:pos:R:3:nbo_charge:R:1
C -0.4300 0.0634 -1.1217 0.560
C 1.2033 1.4135 0.2020 -0.556
C 0.5330 0.0604 0.1769 -0.233
C -0.3013 -0.3205 1.4341 -0.584
N -0.7768 1.2985 -1.3873 -0.658
N -0.7363 -1.0444 -1.7382 -0.744
S -0.0508 2.5671 -0.3832 0.493
H 1.5380 1.6300 1.2243 0.280
H 1.9021 1.2353 -0.5764 0.234
H 1.2699 -0.6864 -0.0919 0.230
H 0.2966 -0.4602 2.2470 0.235
H -0.7381 -1.1889 1.1732 0.202
H -1.0177 0.5070 1.4786 0.223
H -1.0918 1.4323 -2.3342 0.429
H -0.6378 -1.8998 -1.1627 0.454
H -0.9760 -0.9260 -2.7189 0.435
```

***

(4)
The following is a DFT calculation (ωB97M-V/def2-TZVPD) of a structure of composition C2H3CsLiO2 in a non-equilibrium geometry.

Calculated values
Kohn-Sham gap (eV): 5.05
Lowest unoccupied orbital energy (eV): -4.31
F_max (eV/Å): 3.62
Net charge: +1

XYZ file:
```
9
Properties=species:S:1:pos:R:3:nbo_charge:R:1
H 0.6566 -0.2682 1.7098 0.411
O 0.9381 -1.5503 1.3532 -0.661
C 0.3873 -1.2401 0.2042 0.192
C -0.1878 0.0593 0.3841 -0.175
O -0.5239 0.9956 -0.5247 -1.065
Cs 1.3382 1.5729 -3.0451 0.989
Li -2.5436 2.1364 -0.5592 0.966
H 0.9291 -1.6625 -0.6618 0.168
H -0.9941 -0.0431 1.1395 0.176
```

***

(5)
The following is a DFT calculation (ωB97M-V/def2-TZVPD) of a cluster of 2 separate species, C3H7O3 in total in a non-equilibrium geometry.

Calculated values
Kohn-Sham gap (eV): 7.52
Lowest unoccupied orbital energy (eV): 3.80
F_max (eV/Å): 6.46
Net charge: -1

XYZ file:
```
13
Properties=species:S:1:pos:R:3:nbo_charge:R:1
C -0.9504 -1.1914 -2.3230 -0.755
C -0.8350 -0.2192 -1.0095 0.790
O -0.7485 -0.7355 0.0700 -0.752
O -1.0656 0.9988 -1.3679 -0.826
H 0.0457 -1.5896 -2.3451 0.185
H -0.9467 -0.7030 -3.3332 0.190
H -1.6002 -1.9177 -2.1367 0.186
C 1.0105 0.3153 1.7811 -0.327
O 2.1425 0.8025 2.5928 -0.764
H 2.5667 1.1563 1.8547 0.453
H 0.4582 1.1805 2.1756 0.183
H 0.9714 0.6062 0.6382 0.228
H 0.5267 -0.6865 2.0960 0.209
```

***

(6)
The following is a DFT calculation (ωB97M-V/def2-TZVPD) of an isolated molecule of C4H8O2 in a non-equilibrium geometry.

Calculated values
Kohn-Sham gap (eV): 9.74
Lowest unoccupied orbital energy (eV): 0.90
SMILES: O[C@H]1C[C@@H](O)C1
F_max (eV/Å): 2.64
Net charge: 0

XYZ file:
```
14
Properties=species:S:1:pos:R:3:nbo_charge:R:1
O 2.1222 0.5987 0.1258 -0.700
C 0.8644 0.2364 0.5579 0.133
C -0.3256 1.1048 0.2144 -0.546
C -0.9528 -0.5899 -0.0618 0.182
O -1.6412 -0.5810 -1.2462 -0.690
C 0.3883 -1.2452 -0.0779 -0.503
H 2.0057 1.1540 -0.6507 0.467
H 0.8535 0.0996 1.6419 0.173
H -0.2266 1.6923 -0.7263 0.194
H -0.6249 1.8561 0.9954 0.214
H -1.5274 -0.8531 0.8250 0.163
H -2.2470 0.1519 -1.0842 0.474
H 0.7695 -1.4969 -1.0861 0.223
H 0.5419 -2.1278 0.5728 0.215
```

***

(7)
The following is a DFT calculation (ωB97M-V/def2-TZVPD) of an isolated molecule of C4H11NP2 in a non-equilibrium geometry.

Calculated values
Kohn-Sham gap (eV): 7.51
Lowest unoccupied orbital energy (eV): 0.52
F_max (eV/Å): 2.91
Net charge: 0

XYZ file:
```
18
Properties=species:S:1:pos:R:3:nbo_charge:R:1
C -0.2686 2.0263 -0.0852 -1.028
C 0.8986 -0.5867 -0.3733 0.183
C 0.7015 -1.1534 -1.7691 -0.708
C -0.6678 -1.9706 0.7526 -0.428
N 0.1205 -0.7411 0.5990 -0.483
P -1.2088 3.1617 0.8569 0.157
P -0.5875 1.0842 1.4949 0.424
H -1.0222 1.6058 -0.7971 0.242
H 0.7641 1.9895 -0.3688 0.238
H 1.6627 0.1334 -0.3500 0.167
H -0.3719 -1.5239 -1.6928 0.222
H 1.4719 -1.9174 -2.0787 0.237
H 0.8519 -0.3737 -2.5639 0.236
H -1.2784 -1.9702 1.6060 0.216
H -1.3152 -2.1876 -0.0302 0.189
H -0.0063 -2.7749 0.8429 0.207
H -0.3617 3.7476 1.7450 -0.041
H 0.6173 1.4510 2.2118 -0.029
```

***

(8)
The following is a DFT calculation (ωB97M-V/def2-TZVPD) of a structure of composition C31H32FeNOS in a non-equilibrium geometry.

Calculated values
Multiplicity: 5
Kohn-Sham gap (spin up / spin down) (eV): 2.76 / 5.01
Lowest unoccupied orbital energy (spin up / spin down) (eV): 2.35 / 1.64
F_max (eV/Å): 3.11
<S²>: 6.071
Net charge: -1

XYZ file:
```
67
Properties=species:S:1:pos:R:3:nbo_charge:R:1
C -0.7440 3.5670 1.4746 -0.234
O -0.5366 2.4666 2.3878 -0.570
C -0.5873 1.1251 2.0782 0.294
C -1.9027 0.5390 2.3148 -0.120
C -2.6061 -0.1669 1.3225 -0.197
C -3.9155 -0.5803 1.5743 -0.209
C -4.5815 -0.1865 2.7398 -0.231
C -3.8719 0.5015 3.7302 -0.224
C -2.5356 0.8225 3.5401 -0.220
C 0.6994 0.5930 1.9742 -0.206
N 1.1328 -0.5611 2.5885 -0.313
C 0.1811 -1.5405 3.1056 -0.418
C 2.5053 -0.6818 2.6556 0.168
C 3.1521 -1.9239 3.1783 -0.647
C 3.1518 0.4546 2.2586 -0.255
C 4.6012 0.7561 2.4034 -0.631
S 2.0641 1.6583 1.6978 0.388
H -0.7569 4.4588 2.1065 0.188
H 0.0787 3.6340 0.7561 0.173
H -1.7005 3.4566 0.9597 0.184
H -2.1005 -0.3899 0.3769 0.239
H -4.4331 -1.2270 0.8626 0.238
H -5.6370 -0.4356 2.8732 0.205
H -4.3572 0.7874 4.6629 0.201
H -1.9338 1.3007 4.3127 0.209
H 0.7110 -2.4169 3.4969 0.213
H -0.4351 -1.1253 3.9197 0.211
H -0.4648 -1.8732 2.2840 0.242
H 4.2342 -1.8641 2.9964 0.222
H 3.0093 -2.0334 4.2653 0.220
H 2.7866 -2.8364 2.6793 0.231
H 5.1887 -0.1643 2.4764 0.213
H 4.9682 1.3361 1.5497 0.218
H 4.7938 1.3483 3.3106 0.211
C -3.2418 -0.8325 -4.8230 -0.318
C -2.3070 -0.3279 -3.8316 -0.273
C -1.3386 -1.3730 -3.5512 -0.331
C -1.6700 -2.5249 -4.3696 -0.282
C -2.8452 -2.1915 -5.1569 -0.302
Fe -3.1935 -1.9847 -3.2297 0.046
C -4.7545 -3.1550 -2.9050 -0.282
C -5.0373 -1.7864 -2.5020 -0.302
C -4.0177 -1.3789 -1.5682 -0.261
C -3.1117 -2.5124 -1.3109 -0.226
C -1.9700 -2.5526 -0.3992 -0.093
C -1.9219 -3.4804 0.6823 -0.108
C -0.7387 -4.1904 1.0450 -0.230
C -0.6229 -4.7237 2.3203 -0.236
C -1.6909 -4.6472 3.2285 -0.266
C -2.9349 -4.1630 2.8029 -0.251
C -3.0698 -3.6661 1.5159 -0.127
C -3.5883 -3.5964 -2.1915 -0.260
H -4.0340 -0.2627 -5.2993 0.208
H -2.2697 0.6793 -3.4295 0.211
H -0.4636 -1.2656 -2.9209 0.208
H -1.0900 -3.4394 -4.4428 0.208
H -3.2776 -2.8136 -5.9330 0.208
H -5.3496 -3.7882 -3.5585 0.210
H -5.9113 -1.1916 -2.7636 0.210
H -3.9755 -0.4588 -0.9967 0.216
H -1.0726 -1.9714 -0.6542 0.188
H 0.0590 -4.2827 0.3028 0.211
H 0.3170 -5.1915 2.6231 0.199
H -1.5566 -4.9602 4.2655 0.199
H -3.7894 -4.1463 3.4888 0.207
H -4.0362 -3.3105 1.1505 0.215
H -3.1600 -4.5936 -2.2115 0.214
```

***

(9)
The following is a DFT calculation (ωB97M-V/def2-TZVPD) of a cluster of 2 separate species, C3H6O2 in total.

Calculated values
Multiplicity: 2
Kohn-Sham gap (spin up / spin down) (eV): 8.28 / 4.62
Lowest unoccupied orbital energy (spin up / spin down) (eV): -6.44 / -10.10
F_max (eV/Å): 0.67
<S²>: 0.752
Net charge: +1

XYZ file:
```
11
Properties=species:S:1:pos:R:3:nbo_charge:R:1
C 0.7400 0.5865 -1.1469 0.024
C 0.1544 1.8611 -1.2967 0.017
H 1.4671 0.1726 -1.8332 0.230
H 0.5489 -0.0846 -0.3169 0.238
H 0.3468 2.4294 -2.2035 0.237
H -0.4645 2.2674 -0.5096 0.241
O -0.3762 -0.3739 2.2847 -0.548
C -0.2190 -1.4182 1.7258 0.627
O -0.9040 -1.7854 0.6178 -0.719
H 0.5302 -2.1604 2.0068 0.143
H -1.8238 -1.4946 0.6715 0.509
```

***

(10)
The following is a DFT calculation (ωB97M-V/def2-TZVPD) of a structure of composition C51H40Br2CeN6 in a non-equilibrium geometry.

Calculated values
Multiplicity: 2
Kohn-Sham gap (spin up / spin down) (eV): 5.45 / 5.46
Lowest unoccupied orbital energy (spin up / spin down) (eV): -3.70 / -3.69
F_max (eV/Å): 3.71
<S²>: 0.751
Net charge: +1

XYZ file:
```
100
Properties=species:S:1:pos:R:3:mulliken_charge:R:1
Ce 8.8143 14.4939 11.6111 0.626
C 14.5227 18.6198 7.8250 -0.332
C 13.2887 18.5703 7.2807 -0.895
C 12.3220 17.7423 7.8172 0.378
C 12.6306 17.0261 8.9707 -0.938
C 13.9138 17.0279 9.5028 0.043
C 14.8628 17.8422 8.8989 -0.820
C 11.6067 16.2284 9.7314 0.483
C 10.9858 17.0099 10.7822 1.061
C 11.0442 18.4208 10.8742 -1.834
C 10.3010 18.8447 11.9500 -1.019
C 9.8524 17.6437 12.5853 0.430
C 9.1852 17.5652 13.7849 1.077
C 8.9593 18.8467 14.4592 -0.263
C 7.6812 19.1811 14.8422 -0.246
C 7.4344 20.3236 15.6072 -1.003
C 8.4874 21.1087 16.0100 -0.577
C 9.7946 20.7677 15.6417 -0.866
C 10.0416 19.6435 14.8790 -0.180
C 8.7978 16.3718 14.4819 0.664
N 8.9726 15.0837 13.9660 0.008
C 8.5095 14.2715 14.9656 -0.405
C 8.6659 12.8263 14.8763 1.882
C 7.9423 12.1689 13.7456 -0.696
C 7.3526 11.9498 15.0994 -0.583
C 7.5408 10.5535 15.5616 -1.236
C 8.7505 10.0354 15.7863 -0.293
C 9.9445 10.8144 15.6233 -0.779
C 9.9349 12.1215 15.2523 -0.704
C 8.2491 11.5813 12.5746 1.000
C 7.8015 10.3398 12.0241 -1.722
C 8.6228 10.0585 10.9818 -0.411
C 9.5231 11.2274 10.8212 0.617
N 9.2820 12.1576 11.7369 -0.003
C 10.3776 11.4730 9.7599 0.483
C 10.8600 12.7442 9.5480 0.720
C 11.7261 13.0412 8.3329 -1.140
C 12.0207 14.3350 8.2959 -1.518
C 11.4210 14.9095 9.4888 0.608
N 10.7251 13.9262 10.1782 -0.013
C 10.4778 10.3956 8.6700 0.344
C 11.6566 9.7638 8.2196 -0.249
C 11.6079 8.8092 7.2679 -0.521
C 10.3985 8.3640 6.6852 -0.674
C 9.2463 8.9310 7.2170 -0.840
C 9.2944 9.9418 8.1854 -0.763
C 7.9774 14.9670 16.0421 -1.863
C 8.1593 16.2871 15.6909 -0.718
N 10.1936 16.4934 11.7973 -0.061
H 15.2631 19.3289 7.4929 0.393
H 13.0344 19.1961 6.4186 0.370
H 11.3039 17.6380 7.4244 0.467
H 14.2013 16.3942 10.3260 0.535
H 15.8790 17.9572 9.3128 0.349
H 11.5662 19.0469 10.2153 0.700
H 10.1555 19.8207 12.3628 0.675
H 6.8352 18.5085 14.6128 0.647
H 6.3971 20.4983 15.9360 0.408
H 8.2838 22.0198 16.5386 0.441
H 10.5700 21.4742 15.9479 0.396
H 11.0669 19.2862 14.6701 0.469
H 6.5329 12.4990 15.4442 0.693
H 6.5834 10.0693 15.7689 0.415
H 8.8462 9.0227 16.1381 0.486
H 10.8741 10.3805 15.9856 0.437
H 10.7677 12.7744 15.3673 0.588
H 7.0894 9.6717 12.5093 0.563
H 8.7577 9.0887 10.5073 0.645
H 12.0185 12.2553 7.6532 0.519
H 12.7314 14.7425 7.5816 0.451
H 12.6283 9.9532 8.7264 0.419
H 12.4957 8.2861 7.0075 0.416
H 10.4097 7.6751 5.8535 0.433
H 8.2897 8.6516 6.8037 0.380
H 8.3813 10.3686 8.5272 0.632
H 7.5534 14.6258 16.9243 0.781
H 7.9090 17.1622 16.2860 0.616
Br 5.1543 13.1332 10.4182 -0.105
C 5.7556 13.5116 8.5355 -0.676
Br 7.6377 13.4958 8.4475 0.056
H 5.3443 14.4422 8.1979 0.453
H 5.4336 12.6062 8.0129 0.415
N 7.1390 16.0956 10.5206 -0.335
C 7.0038 17.2334 10.3701 0.171
N 6.9285 18.5085 10.1970 0.222
C 5.9493 19.4408 10.8981 -0.821
C 6.6400 20.8012 11.1844 -0.022
C 7.2513 21.4319 9.9163 -0.992
C 8.1774 20.4761 9.2246 -0.127
C 7.5587 19.0836 8.9354 -0.792
H 5.5970 18.8711 11.7666 0.454
H 5.0962 19.6176 10.2423 0.352
H 7.4251 20.6178 11.9196 -0.112
H 5.9493 21.5325 11.6465 0.370
H 7.7947 22.3339 10.0942 0.435
H 6.4664 21.7165 9.2053 0.340
H 9.0592 20.2974 9.8312 -0.042
H 8.5480 20.9291 8.2774 0.373
H 8.2965 18.3436 8.6231 0.439
H 6.7346 19.2699 8.2600 0.360
```

***

(11)
The following is a DFT calculation (ωB97M-V/def2-TZVPD) of a cluster of 2 separate species, C4H11N3O in total in a non-equilibrium geometry.

Calculated values
Kohn-Sham gap (eV): 10.23
Lowest unoccupied orbital energy (eV): 0.92
SMILES: CN[C@@H](C)N.N=C=O
F_max (eV/Å): 1.71
Net charge: 0

XYZ file:
```
19
Properties=species:S:1:pos:R:3:nbo_charge:R:1
C 0.7501 1.7057 -0.1812 -0.426
N 0.4379 0.2995 -0.3618 -0.598
C 2.1145 -0.7578 0.1577 0.877
N 1.8142 -1.8361 -0.3557 -0.889
O 2.6411 -0.0133 0.9019 -0.578
H 0.2767 0.1000 -1.3460 0.370
H 2.4521 -2.6111 -0.3931 0.399
H -0.1159 -2.1289 0.2226 0.403
H -0.0456 2.3705 -0.5338 0.183
H 0.9434 1.8822 0.8752 0.214
H 1.6508 1.9516 -0.7428 0.212
C -2.0752 0.5593 0.1730 -0.635
C -0.8116 -0.2507 0.4312 0.129
N -1.0160 -1.6209 0.1443 -0.839
H -1.3488 -1.7495 -0.8061 0.348
H -0.4902 -0.1501 1.4733 0.182
H -2.9011 0.1034 0.7134 0.233
H -2.3132 0.5633 -0.8903 0.201
H -1.9630 1.5831 0.5180 0.214
```

***

(12)
The following is a DFT calculation (ωB97M-V/def2-TZVPD) of an isolated molecule of C4H5ClN2 in a non-equilibrium geometry.

Calculated values
Kohn-Sham gap (eV): 9.49
Lowest unoccupied orbital energy (eV): 0.24
SMILES: C=N/N=C\C(=C)Cl
F_max (eV/Å): 2.06
Net charge: 0

XYZ file:
```
12
Properties=species:S:1:pos:R:3:nbo_charge:R:1
C 1.1548 -0.0721 -0.1427 -0.095
C 2.3718 0.3164 0.2621 -0.368
C 0.0679 0.8954 -0.5303 0.000
C -2.4048 -0.7201 0.4906 -0.118
H 3.2118 -0.3325 0.4380 0.224
H 2.4639 1.3407 0.4052 0.203
H 0.4708 1.8573 -0.8873 0.203
H -2.4549 0.0459 1.2766 0.170
H -2.7039 -1.7783 0.5971 0.196
N -1.1971 0.6972 -0.8114 -0.211
N -1.7828 -0.5208 -0.5837 -0.226
Cl 0.8026 -1.7291 -0.5141 0.022
```

***

> Which formula does entry 12 have?

C4H5ClN2